(1)
Computed, not measured: C42H27Br4F4N3O13PTi as an isolated structure, with the ωB97M-V functional and the def2-TZVPD basis.

Cartesian coordinates (Å):
Ti1 -0.704 0.807 -1.219
C1 0.148 0.546 5.966
C2 1.402 -0.097 5.384
C3 2.637 0.619 5.912
C4 3.899 0.125 5.229
C5 3.780 0.351 3.751
C6 4.869 0.651 2.968
C7 4.717 0.821 1.593
F1 5.822 1.113 0.873
C8 3.511 0.691 0.974
C9 2.392 0.379 1.760
C10 1.111 0.170 1.095
O1 1.047 0.337 -0.141
C11 0.042 -0.267 1.916
C12 0.232 -0.352 3.260
N1 1.383 -0.070 3.899
C13 2.514 0.232 3.145
C14 -1.302 -0.697 1.382
O2 -2.033 -1.343 2.117
O3 -1.557 -0.372 0.166
H1 0.272 0.643 7.045
H2 -0.754 -0.035 5.792
H3 0.004 1.542 5.544
H4 1.451 -1.148 5.688
H5 2.681 0.457 6.990
H6 2.522 1.695 5.748
H7 4.025 -0.946 5.428
H8 4.785 0.627 5.619
H9 5.854 0.754 3.406
H10 3.386 0.816 -0.094
H11 -0.606 -0.681 3.857
Br1 -5.056 -3.444 -4.403
C15 -4.227 -1.896 -3.703
C16 -4.928 -0.698 -3.602
Br2 -6.724 -0.588 -4.175
C17 -4.309 0.437 -3.064
Br3 -5.183 2.085 -2.856
C18 -2.995 0.351 -2.644
O4 -2.306 1.341 -2.085
C19 -2.260 -0.844 -2.786
O5 -1.012 -0.766 -2.365
C20 -2.896 -1.970 -3.282
Br4 -1.863 -3.547 -3.374
O6 -0.687 4.477 -0.111
C21 -1.385 3.510 0.078
O7 -0.898 2.272 -0.044
C22 -2.791 3.606 0.592
C23 -3.534 2.459 0.890
C24 -4.811 2.651 1.400
C25 -5.372 3.887 1.632
C26 -4.610 5.031 1.329
C27 -3.313 4.871 0.801
N2 -5.133 6.291 1.563
O8 -4.419 7.312 1.303
O9 -6.308 6.385 2.051
N3 -5.623 1.460 1.693
O10 -5.292 0.405 1.187
O11 -6.606 1.589 2.405
H12 -3.155 1.465 0.720
H13 -6.364 3.995 2.037
H14 -2.727 5.748 0.575
C28 4.428 -1.737 -2.520
P1 2.618 -1.457 -2.303
C29 1.989 -2.611 -3.585
C30 1.403 -2.052 -4.717
C31 0.949 -2.859 -5.752
C32 1.060 -4.237 -5.654
C33 1.624 -4.808 -4.520
C34 2.088 -3.999 -3.494
C35 2.266 -2.408 -0.778
C36 0.933 -2.746 -0.512
C37 0.576 -3.317 0.698
C38 1.543 -3.557 1.671
C39 2.866 -3.231 1.418
C40 3.225 -2.661 0.199
H15 4.724 -2.784 -2.430
H16 4.989 -1.132 -1.806
H17 4.678 -1.380 -3.520
H18 1.280 -0.976 -4.773
H19 0.482 -2.411 -6.619
H20 0.683 -4.869 -6.450
H21 1.694 -5.885 -4.432
H22 2.517 -4.447 -2.604
H23 0.166 -2.534 -1.250
H24 -0.465 -3.542 0.894
H25 1.257 -3.985 2.624
H26 3.627 -3.417 2.167
H27 4.263 -2.406 0.022
F2 -0.898 1.330 -4.779
C41 -0.192 2.445 -4.512
F3 -1.029 3.355 -4.003
F4 0.258 2.915 -5.685
C42 0.973 2.139 -3.528
O12 2.103 2.413 -3.854
O13 0.581 1.603 -2.431

Computed properties:
**Largest force on an atom**: 0.7 eV/A
**Net charge**: -2
**Frontier orbital gap (alpha / beta)**: 3.4 / 6.5 eV
**Electronic energy**: -398529.701 eV
**LUMO level (alpha / beta)**: 3.0 / 3.0 eV
**Highest occupied orbital energy (alpha / beta)**: -0.42 / -3.50 eV
**2S+1**: 2

---

(2)
Computed, not measured: C42H30Cl3F2N3O2P2S2Sr as an isolated structure, with the ωB97M-V functional and the def2-TZVPD basis.

Cartesian coordinates (Å):
Sr1 -0.954 -0.947 1.554
S1 1.095 -2.837 -0.027
P1 1.082 -1.123 -1.085
C1 0.931 0.338 -0.287
P2 2.027 0.810 0.870
S2 1.667 0.440 2.831
C2 2.222 2.644 0.769
C3 3.065 3.332 1.639
C4 3.184 4.711 1.563
C5 2.442 5.425 0.624
C6 1.599 4.747 -0.243
C7 1.498 3.360 -0.175
C8 3.759 0.282 0.531
C9 4.507 0.903 -0.467
C10 5.766 0.431 -0.808
C11 6.289 -0.679 -0.157
C12 5.545 -1.312 0.828
C13 4.288 -0.834 1.172
C14 -0.303 -1.210 -2.291
C15 -0.877 -0.037 -2.773
C16 -1.931 -0.088 -3.675
C17 -2.442 -1.313 -4.081
C18 -1.884 -2.487 -3.591
C19 -0.818 -2.434 -2.706
C20 2.522 -1.159 -2.254
C21 2.678 -0.106 -3.155
C22 3.753 -0.071 -4.028
C23 4.703 -1.087 -4.002
C24 4.563 -2.131 -3.100
C25 3.474 -2.169 -2.236
H1 3.610 2.773 2.392
H2 3.845 5.237 2.244
H3 2.525 6.505 0.573
H4 1.018 5.296 -0.976
H5 0.855 2.794 -0.843
H6 4.093 1.757 -0.991
H7 6.329 0.916 -1.596
H8 7.268 -1.059 -0.430
H9 5.941 -2.189 1.328
H10 3.697 -1.322 1.938
H11 -0.510 0.910 -2.393
H12 -2.380 0.832 -4.028
H13 -3.290 -1.354 -4.756
H14 -2.302 -3.446 -3.875
H15 -0.403 -3.342 -2.285
H16 1.950 0.698 -3.152
H17 3.858 0.753 -4.725
H18 5.552 -1.058 -4.676
H19 5.308 -2.918 -3.062
H20 3.351 -2.979 -1.525
F1 -5.045 -4.784 -0.657
C26 -4.661 -3.470 -0.619
C27 -3.482 -3.109 -0.010
C28 -3.062 -1.770 0.026
C29 -3.904 -0.815 -0.592
C30 -5.105 -1.233 -1.161
F2 -6.003 -0.342 -1.706
C31 -5.514 -2.549 -1.199
C32 -3.445 0.602 -0.647
C33 -3.952 1.547 -1.554
C34 -3.409 2.815 -1.604
C35 -2.356 3.142 -0.761
C36 -1.912 2.157 0.102
N1 -2.443 0.940 0.175
H21 -2.878 -3.888 0.449
H22 -6.454 -2.833 -1.648
H23 -4.741 1.273 -2.233
H24 -3.794 3.539 -2.315
H25 -1.882 4.114 -0.775
H26 -1.068 2.344 0.756
O1 -1.299 -3.363 2.698
C37 -2.058 -2.973 3.591
C38 -2.715 -3.914 4.600
C39 -3.480 -2.955 5.498
C40 -3.161 -1.568 4.907
O2 -3.596 -0.538 5.398
N2 -2.369 -1.679 3.804
H27 -1.937 -4.483 5.110
H28 -3.343 -4.623 4.059
H29 -3.165 -2.972 6.542
H30 -4.561 -3.097 5.478
Cl1 -2.528 4.742 3.876
C41 -1.082 3.734 4.123
Cl2 -0.726 3.628 5.857
Cl3 0.290 4.418 3.254
C42 -1.351 2.399 3.605
N3 -1.572 1.363 3.174

Computed properties:
**Largest force on an atom**: 0.2 eV/A
**Net charge**: -2
**Frontier orbital gap**: 5.5 eV
**Electronic energy**: -136697.908 eV
**LUMO level**: 3.8 eV
**Highest occupied orbital energy**: -1.72 eV
**2S+1**: 1

---

(3)
Computed, not measured: C42H30N7O6ReS as an isolated structure, with the ωB97M-V functional and the def2-TZVPD basis.

Cartesian coordinates (Å):
Re1 1.605 0.056 0.459
O1 -2.277 -0.211 -1.933
C1 -2.153 -1.525 -2.205
C2 -3.056 -2.053 -3.127
C3 -3.023 -3.394 -3.442
C4 -2.094 -4.249 -2.846
C5 -1.197 -3.737 -1.941
C6 -1.197 -2.370 -1.613
C7 -0.188 -1.863 -0.694
O2 -0.091 -0.583 -0.511
N1 0.615 -2.709 -0.055
N2 1.438 -2.013 0.738
C8 2.023 -2.745 1.677
C9 2.677 -2.222 2.794
C10 3.160 -3.165 3.750
C11 3.675 -2.770 4.942
C12 3.718 -1.388 5.246
C13 3.268 -0.450 4.360
C14 2.741 -0.825 3.106
O3 2.397 0.149 2.309
H1 -1.721 0.015 -1.170
H2 -3.785 -1.386 -3.565
H3 -3.737 -3.788 -4.154
H4 -2.084 -5.302 -3.091
H5 -0.468 -4.376 -1.462
H6 1.878 -3.818 1.602
H7 3.085 -4.218 3.506
H8 4.030 -3.496 5.659
H9 4.113 -1.067 6.201
H10 3.293 0.607 4.591
S1 6.368 -2.073 -5.155
N3 4.875 -1.474 -5.231
C15 4.524 -1.168 -3.994
C16 3.265 -0.565 -3.593
C17 2.280 -0.121 -4.472
C18 1.163 0.496 -3.950
C19 1.020 0.606 -2.573
N4 1.935 0.139 -1.722
C20 3.058 -0.399 -2.227
C21 4.079 -0.694 -1.248
N5 3.771 -0.354 0.024
C22 4.753 -0.416 0.924
C23 6.026 -0.892 0.624
C24 6.316 -1.309 -0.653
C25 5.326 -1.183 -1.625
C26 5.523 -1.472 -3.035
N6 6.613 -2.003 -3.565
H11 2.417 -0.244 -5.538
H12 0.385 0.888 -4.589
H13 0.141 1.059 -2.144
H14 4.533 -0.054 1.912
H15 6.768 -0.917 1.408
H16 7.291 -1.692 -0.925
O4 1.746 3.138 0.127
C27 1.704 2.009 0.246
C28 -5.919 3.938 -1.755
C29 -4.603 4.041 -1.033
C30 -3.910 5.245 -1.021
C31 -2.697 5.362 -0.359
C32 -2.175 4.266 0.303
C33 -2.852 3.051 0.289
N7 -2.247 1.934 0.933
C34 -2.713 1.391 2.122
C35 -3.942 1.799 2.655
C36 -4.447 1.224 3.804
C37 -3.752 0.217 4.467
C38 -2.539 -0.190 3.954
C39 -1.998 0.384 2.801
C40 -0.685 -0.148 2.357
O5 -0.300 -1.265 2.648
O6 0.011 0.672 1.573
C41 -4.070 2.920 -0.381
C42 -4.821 1.617 -0.401
H17 -6.220 4.906 -2.153
H18 -6.711 3.582 -1.093
H19 -5.863 3.234 -2.588
H20 -4.331 6.101 -1.533
H21 -2.170 6.307 -0.348
H22 -1.245 4.343 0.854
H23 -1.246 1.863 0.835
H24 -4.493 2.586 2.159
H25 -5.397 1.572 4.191
H26 -4.150 -0.232 5.365
H27 -1.968 -0.972 4.434
H28 -4.235 0.808 0.026
H29 -5.085 1.340 -1.423
H30 -5.754 1.692 0.164

Computed properties:
**Largest force on an atom**: 0.7 eV/A
**Net charge**: +1
**Frontier orbital gap (alpha / beta)**: 5.7 / 3.9 eV
**Electronic energy**: -79719.840 eV
**LUMO level (alpha / beta)**: -3.9 / -5.6 eV
**Highest occupied orbital energy (alpha / beta)**: -9.52 / -9.52 eV
**2S+1**: 2

---

(4)
Computed, not measured: C42H31IrN7O5PSSe as an isolated structure, with the ωB97M-V functional and the def2-TZVPD basis.

Cartesian coordinates (Å):
Ir1 -0.215 0.928 -0.123
Se1 0.303 8.696 0.393
N1 0.242 7.407 1.614
C1 0.287 6.275 0.964
C2 0.248 4.968 1.619
C3 0.210 4.817 3.005
C4 0.176 3.551 3.543
C5 0.154 2.460 2.681
N2 0.182 2.602 1.367
C6 0.245 3.828 0.826
C7 0.355 3.916 -0.637
N3 0.412 2.760 -1.319
C8 0.547 2.784 -2.637
C9 0.641 3.973 -3.351
C10 0.576 5.164 -2.665
C11 0.434 5.145 -1.278
C12 0.373 6.363 -0.470
N4 0.396 7.566 -0.975
H1 0.212 5.701 3.630
H2 0.158 3.392 4.612
H3 0.108 1.445 3.058
H4 0.567 1.824 -3.137
H5 0.752 3.947 -4.426
H6 0.630 6.118 -3.174
O1 -1.736 0.980 -1.898
S1 -2.848 1.603 -1.105
O2 -3.789 2.359 -1.863
O3 -2.198 2.302 0.024
C13 -2.884 -0.714 0.176
C14 -5.115 -0.069 -0.728
C15 -6.125 -1.202 1.142
C16 -5.519 -2.523 1.109
C17 -4.222 -2.903 0.807
C18 -3.148 -2.109 0.486
P1 -1.383 -2.332 0.231
C19 -1.139 -3.033 -1.387
C20 -0.646 -2.283 -2.449
C21 -0.574 -2.861 -3.708
C22 -0.993 -4.168 -3.903
C23 -1.495 -4.914 -2.842
C24 -1.573 -4.347 -1.583
C25 -0.431 -3.176 1.452
C26 0.523 -4.124 1.083
C27 1.206 -4.816 2.072
C28 0.943 -4.554 3.409
C29 0.003 -3.596 3.775
C30 -0.693 -2.908 2.798
H7 -5.481 0.777 -1.308
H8 -6.894 -1.113 1.911
H9 -6.149 -3.303 1.521
H10 -4.003 -3.959 0.929
H11 -0.332 -1.262 -2.297
H12 -0.196 -2.284 -4.542
H13 -0.938 -4.610 -4.889
H14 -1.837 -5.927 -3.001
H15 -1.976 -4.926 -0.758
H16 0.732 -4.311 0.038
H17 1.947 -5.554 1.797
H18 1.476 -5.100 4.176
H19 -0.192 -3.398 4.821
H20 -1.437 -2.168 3.072
N5 -1.468 -0.667 0.322
C31 -3.670 0.222 -0.389
N6 -5.950 -0.130 0.472
C32 -5.221 -1.267 -1.599
N7 -5.290 -2.207 -2.255
C33 7.700 -2.034 -0.203
C34 6.279 -1.537 -0.162
C35 5.758 -0.778 -1.203
C36 4.445 -0.330 -1.191
C37 3.899 0.497 -2.328
C38 3.635 -0.676 -0.108
C39 4.130 -1.423 0.960
C40 3.301 -1.712 2.186
C41 5.454 -1.843 0.912
C42 2.233 -0.174 -0.087
O4 2.010 1.045 0.186
O5 1.252 -0.921 -0.365
H21 8.298 -1.463 -0.912
H22 7.733 -3.081 -0.510
H23 8.170 -1.965 0.777
H24 6.392 -0.527 -2.047
H25 4.643 0.613 -3.114
H26 3.607 1.490 -1.981
H27 3.016 0.026 -2.768
H28 3.465 -0.943 2.945
H29 3.584 -2.667 2.625
H30 2.236 -1.745 1.963
H31 5.854 -2.419 1.741

Computed properties:
**Largest force on an atom**: 0.7 eV/A
**Net charge**: +1
**Frontier orbital gap (alpha / beta)**: 7.6 / 6.5 eV
**Electronic energy**: -153025.479 eV
**LUMO level (alpha / beta)**: -3.1 / -4.5 eV
**Highest occupied orbital energy (alpha / beta)**: -10.64 / -10.97 eV
**2S+1**: 6

---

(5)
Computed, not measured: C42H32AuBrGeN6 as an isolated structure, with the ωB97M-V functional and the def2-TZVPD basis.

Cartesian coordinates (Å):
Au1 -0.362 0.906 -0.344
C1 3.444 0.739 -2.255
C2 4.377 1.015 -1.261
C3 3.945 1.176 0.032
C4 2.580 1.087 0.357
N1 1.688 0.807 -0.628
C5 2.124 0.632 -1.901
N2 2.306 1.237 1.699
C6 1.150 1.485 2.210
N3 -0.031 1.714 1.574
C7 -1.046 1.761 2.480
N4 -2.315 1.824 2.270
C8 -2.926 1.787 1.035
C9 -4.276 2.182 1.048
C10 -5.023 2.176 -0.102
C11 -4.432 1.749 -1.288
C12 -3.122 1.345 -1.257
N5 -2.373 1.371 -0.132
C13 -0.459 1.695 3.842
C14 -1.037 1.733 5.094
C15 -0.188 1.600 6.189
C16 1.185 1.427 6.021
C17 1.756 1.383 4.752
C18 0.907 1.524 3.675
H1 3.729 0.577 -3.284
H2 5.432 1.089 -1.494
H3 4.623 1.368 0.850
H4 1.344 0.361 -2.598
H5 -4.682 2.482 2.003
H6 -6.060 2.488 -0.079
H7 -4.977 1.710 -2.220
H8 -2.618 0.935 -2.120
H9 -2.106 1.857 5.209
H10 -0.597 1.624 7.191
H11 1.814 1.321 6.895
H12 2.819 1.237 4.610
Br1 -2.406 6.985 -0.209
C19 -0.853 5.957 -0.517
C20 0.405 6.512 -0.365
C21 1.504 5.701 -0.597
C22 1.294 4.382 -0.969
N6 0.082 3.854 -1.116
C23 -0.975 4.628 -0.893
H13 0.518 7.547 -0.070
H14 2.509 6.085 -0.488
H15 2.134 3.718 -1.150
H16 -1.956 4.178 -1.007
C24 -0.745 -0.358 -1.887
Ge1 -0.232 -2.097 -1.420
C25 -0.656 -2.336 0.494
C26 0.184 -2.970 1.409
C27 -0.136 -3.024 2.762
C28 -1.309 -2.444 3.226
C29 -2.175 -1.835 2.327
C30 -1.850 -1.791 0.978
C31 1.689 -2.590 -1.605
C32 2.663 -2.136 -0.710
C33 4.012 -2.401 -0.905
C34 4.423 -3.129 -2.014
C35 3.474 -3.591 -2.916
C36 2.126 -3.326 -2.707
C37 -1.189 -3.432 -2.489
C38 -1.295 -4.751 -2.050
C39 -1.961 -5.706 -2.808
C40 -2.530 -5.353 -4.025
C41 -2.435 -4.043 -4.475
C42 -1.773 -3.092 -3.708
H17 -0.832 0.071 -2.883
H18 1.108 -3.423 1.070
H19 0.537 -3.514 3.456
H20 -1.551 -2.473 4.282
H21 -3.099 -1.390 2.675
H22 -2.532 -1.317 0.278
H23 2.368 -1.561 0.164
H24 4.744 -2.040 -0.190
H25 5.474 -3.341 -2.171
H26 3.784 -4.165 -3.782
H27 1.399 -3.704 -3.421
H28 -0.853 -5.041 -1.102
H29 -2.037 -6.725 -2.449
H30 -3.049 -6.096 -4.618
H31 -2.879 -3.761 -5.423
H32 -1.719 -2.067 -4.059

Computed properties:
**Largest force on an atom**: 0.8 eV/A
**Frontier orbital gap (alpha / beta)**: 5.0 / 5.0 eV
**Electronic energy**: -183262.594 eV
**LUMO level (alpha / beta)**: -0.8 / -0.8 eV
**Highest occupied orbital energy (alpha / beta)**: -5.87 / -5.87 eV
**2S+1**: 1